[1]
The following is a quantum chemistry calculation of a 2-piece molecular cluster, C4H6ClO2P overall at a distorted geometry, from the Open Molecules 2025 dataset.

Summary:
Relative energy (zero: lowest compared OMol25 entry of this formula, charge and spin), kcal per mole: 24.9
LUMO level, eV: -0.5
Frontier orbital gap, eV: 8.37
E, hartree: -1107.92738

The geometry in XYZ format:
```
14
C4H6ClO2P ωB97M-V with the def2-TZVPD basis set
C -0.12085 -1.51224 -0.52764
C -1.28666 0.81458 0.35691
C 1.09500 1.29563 -0.39953
C -0.28087 0.71589 -0.64559
O -0.30224 -2.13301 -1.49624
O -1.15009 0.77092 1.54399
P 0.94123 -1.66851 0.93449
Cl -2.94985 0.50163 -0.31243
H 0.87575 2.21268 0.08087
H 1.70986 0.64270 0.11963
H 1.58271 1.49940 -1.24429
H -0.57933 0.64303 -1.76591
H 0.53799 -2.93566 1.53793
H -0.07267 -0.84704 1.81780
```

---

[2]
The following is a quantum chemistry calculation of one molecule with the formula C4H7NO at a distorted geometry, from the Open Molecules 2025 dataset.

Summary:
Relative energy (zero: lowest compared OMol25 entry of this formula, charge and spin), kcal per mole: 76.4
LUMO level, eV: 0.9
Frontier orbital gap, eV: 10.28
E, hartree: -286.50989
SMILES: C1=NOCCC1

The geometry in XYZ format:
```
13
C4H7NO ωB97M-V with the def2-TZVPD basis set
C 1.39495 0.33334 -0.32918
C 0.84764 -1.03446 0.25770
C -1.11398 0.87691 0.08168
C 0.33423 1.39209 0.12663
H 1.71400 0.28817 -1.38589
H 2.36666 0.54168 0.21429
H 1.32630 -2.05850 0.09165
H 0.89600 -0.98495 1.30616
H -1.92104 1.61468 -0.04116
H 0.64902 1.72365 1.20456
H 0.26914 2.27296 -0.46118
N -1.40878 -0.32422 -0.10599
O -0.52695 -1.31693 -0.12593
```

---

[3]
The following is a quantum chemistry calculation of C28H64MgO18S7 as an isolated structure at a distorted geometry, from the Open Molecules 2025 dataset.

Summary:
Relative energy (zero: lowest compared OMol25 entry of this formula, charge and spin), kcal per mole: 81.3
LUMO level, eV: -0.4
Frontier orbital gap, eV: 6.89
E, hartree: -5446.79673

The geometry in XYZ format:
```
118
C28H64MgO18S7 ωB97M-V with the def2-TZVPD basis set
Mg 18.57400 -12.01470 -14.30117
O 18.80581 -13.65058 -13.24226
C 19.64938 -14.45649 -14.07251
C 19.83565 -14.02112 -15.65507
O 19.57425 -12.61139 -15.86773
H 19.50237 -15.53647 -14.06087
H 20.59929 -14.40326 -13.54060
H 19.09402 -14.58468 -16.22119
H 20.75721 -14.44418 -16.05488
C 16.32946 -12.33886 -19.00614
C 17.65702 -11.65986 -18.52304
C 18.90010 -12.23377 -19.16270
O 19.59810 -11.05286 -19.44541
C 18.79223 -9.97065 -19.51354
O 19.23432 -8.86730 -19.71460
O 17.67561 -10.34240 -19.01780
H 15.42995 -11.79281 -18.72188
H 16.20916 -13.35899 -18.64148
H 16.21944 -12.49568 -20.07918
H 17.75285 -11.61902 -17.43802
H 18.69636 -12.85783 -20.03283
H 19.43611 -12.82693 -18.42179
C 21.31847 -15.18323 -9.86325
C 22.06764 -14.19829 -10.67149
C 21.39496 -12.78754 -10.83479
O 22.47093 -11.91411 -10.41181
C 23.54262 -12.57652 -10.04221
O 24.45857 -11.94112 -9.47677
O 23.34954 -14.03955 -10.05258
H 20.38539 -15.31477 -10.41111
H 21.03126 -14.89289 -8.85265
H 21.75345 -16.17852 -9.77220
H 22.08977 -14.54450 -11.70481
H 20.56075 -12.74321 -10.13463
H 21.06662 -12.56361 -11.84975
C 22.23065 -17.49263 -12.36219
C 22.53924 -17.75689 -13.81029
C 22.61345 -16.55446 -14.70935
O 23.76451 -16.81259 -15.46132
C 24.46601 -17.84164 -14.91031
O 25.59544 -18.14354 -15.20654
O 23.71417 -18.43650 -13.91126
H 22.12109 -18.40006 -11.76833
H 21.24563 -17.02800 -12.40626
H 23.03673 -16.84572 -12.01601
H 21.80857 -18.47930 -14.17409
H 22.66000 -15.64897 -14.10435
H 21.72748 -16.52997 -15.34381
C 15.67720 -14.32933 -13.47211
S 15.39803 -13.02669 -14.70144
O 16.78171 -12.37108 -14.92475
C 14.39276 -11.83372 -13.64266
H 14.69521 -14.63470 -13.11080
H 16.18663 -13.91277 -12.60317
H 16.21914 -15.18193 -13.88135
H 14.96599 -11.60389 -12.74451
H 13.41001 -12.24804 -13.41762
H 14.23361 -10.86119 -14.10846
C 20.32781 -15.83728 -20.18516
S 21.77406 -16.89208 -19.80698
O 22.99844 -16.05361 -19.97117
C 21.45057 -17.01763 -18.00269
H 20.36535 -14.87383 -19.67677
H 19.43907 -16.44732 -20.02360
H 20.42338 -15.60847 -21.24658
H 21.51164 -18.00334 -17.54145
H 20.48769 -16.52532 -17.86638
H 22.25143 -16.40486 -17.58887
C 22.75435 -11.95561 -17.89908
S 24.48521 -12.30463 -17.66571
O 24.91423 -11.45933 -16.47049
C 24.28660 -14.09219 -17.17438
H 22.62946 -10.96832 -18.34378
H 22.43343 -11.78777 -16.87100
H 22.14485 -12.73253 -18.36060
H 23.53546 -14.15879 -16.38733
H 25.16338 -14.70044 -16.95209
H 24.00675 -14.50581 -18.14325
C 18.24534 -7.58224 -16.00402
S 17.34422 -9.20351 -15.72915
O 18.34655 -10.24013 -15.15240
C 16.51318 -8.56428 -14.22256
H 18.75678 -7.32000 -15.07787
H 17.57631 -6.85594 -16.46553
H 18.97746 -7.76379 -16.79087
H 15.99888 -7.63948 -14.48399
H 17.29807 -8.19430 -13.56288
H 15.81435 -9.16865 -13.64421
C 18.37443 -20.75203 -16.76157
S 19.17736 -19.73180 -15.47680
O 20.67354 -19.58335 -15.87038
C 18.31249 -18.21970 -16.09212
H 17.34161 -20.96151 -16.48317
H 19.01006 -21.63726 -16.78268
H 18.32777 -20.29061 -17.74799
H 18.66910 -17.94227 -17.08407
H 18.50219 -17.35798 -15.45216
H 17.23163 -18.35998 -16.10491
C 22.72637 -11.55034 -14.05207
S 21.53786 -10.16007 -13.70309
O 20.18100 -10.79301 -13.54624
C 21.56233 -9.35962 -15.33529
H 22.87347 -12.18725 -13.17982
H 23.77396 -11.37140 -14.29421
H 22.34325 -12.12157 -14.89766
H 21.07365 -9.78923 -16.20977
H 22.58738 -9.24632 -15.68819
H 21.15067 -8.37299 -15.12269
C 17.30858 -12.29556 -10.48761
S 17.92626 -10.79068 -11.44249
O 17.64132 -11.17238 -12.90573
C 16.59621 -9.69003 -10.93210
H 17.53367 -12.18377 -9.42698
H 17.92173 -13.10822 -10.87713
H 16.24114 -12.46578 -10.62796
H 16.71350 -8.65000 -11.23654
H 16.56614 -9.60165 -9.84611
H 15.70677 -10.13979 -11.37336
```

---

[4]
The following is a quantum chemistry calculation of a 7-piece molecular cluster, C56H85N4O14PS8 overall at a distorted geometry, from the Open Molecules 2025 dataset.

Summary:
LUMO level, eV: -0.7
Frontier orbital gap, eV: 7.30
E, hartree: -6982.78669
SMILES: CC(C)[C@@H](C)CO[C@@](C#N)(c1cccnc1)[C@](C#N)(CCCSC(=S)N(c1ccccc1)c1ccccc1)P(C)O.O=S1(=O)CCCC1.O=S1(=O)CCCC1.O=S1(=O)CCCC1.O=S1(=O)CCCC1.O=S1(=O)CCCC1.O=S1(=O)CCCC1

The geometry in XYZ format:
```
168
C56H85N4O14PS8 ωB97M-V with the def2-TZVPD basis set
C -3.39145 -10.32690 -1.07245
C -2.45140 -9.17845 -1.84384
C -2.17162 -7.98588 -0.72972
C -3.32605 -8.68066 -3.13642
C -4.76087 -7.94639 -2.74134
C -2.50403 -7.64147 -4.14612
O -1.12083 -8.00519 -4.39633
C -0.25449 -6.89237 -4.80874
C 1.10761 -7.69046 -5.38912
N 2.12890 -8.25986 -5.98483
C -0.84153 -6.01212 -6.09149
C -2.03974 -4.85225 -5.93495
C -2.56024 -3.99944 -7.23468
C -1.81049 -4.39721 -8.65460
N -0.77949 -5.44180 -8.87488
C -0.32441 -6.20537 -7.66815
C 0.37025 -5.99665 -3.58666
C -0.64604 -4.89766 -2.90726
N -1.48919 -3.95336 -2.54288
C 1.66284 -5.09969 -4.15699
C 1.96901 -3.75792 -3.25979
C 3.58182 -3.34701 -3.43117
S 3.96985 -1.60457 -2.88454
C 3.11946 -1.19543 -1.22066
S 4.20846 -0.44318 -0.09878
N 1.66840 -1.47276 -0.98152
C 1.31988 -2.00740 0.36956
C 1.43005 -1.21569 1.82054
C 1.01936 -1.83393 3.28120
C 0.43248 -3.36827 3.38913
C 0.26491 -4.19606 1.97568
C 0.68842 -3.55280 0.49016
C 0.72908 -0.42973 -1.51549
C -0.35265 0.46667 -0.66020
C -1.34689 1.63104 -1.33301
C -1.26944 1.95168 -2.94193
C -0.22091 1.05531 -3.83243
C 0.75713 -0.12379 -3.16030
P 0.93370 -7.05104 -2.05054
C 2.76714 -6.59390 -1.57107
O 1.01059 -8.74600 -2.39158
H -4.09136 -9.76226 -0.29305
H -2.75444 -11.09085 -0.45440
H -4.11895 -10.88671 -1.82838
H -1.47213 -9.75249 -2.16331
H -2.99520 -7.91498 0.09977
H -1.17268 -8.31223 -0.16611
H -1.93190 -6.96467 -1.25301
H -3.59568 -9.66625 -3.75382
H -4.96862 -7.12231 -3.57504
H -5.61396 -8.75015 -2.70252
H -4.73542 -7.42372 -1.68856
H -3.07887 -7.72677 -5.18982
H -2.70427 -6.55515 -3.76505
H -2.55618 -4.61784 -4.89945
H -3.39564 -3.15456 -7.13619
H -2.16085 -3.76142 -9.60355
H 0.49288 -7.03162 -7.95443
H 1.47065 -4.70511 -5.26728
H 2.65942 -5.70954 -4.20723
H 1.82010 -3.88710 -2.10640
H 1.30117 -2.88023 -3.71749
H 4.15041 -4.07738 -2.67860
H 3.97582 -3.53076 -4.52640
H 1.85939 -0.10811 1.76638
H 1.14707 -1.16863 4.25279
H 0.14388 -3.89712 4.39533
H -0.16578 -5.30321 2.06862
H 0.49550 -4.25717 -0.42298
H -0.48121 0.30704 0.49090
H -2.10095 2.24402 -0.68035
H -1.90411 2.78157 -3.50329
H -0.14176 1.26337 -5.00247
H 1.43757 -0.69464 -3.92173
H 3.04774 -7.34822 -0.68923
H 3.49852 -6.73947 -2.47342
H 2.85859 -5.52040 -1.10709
H 1.90108 -8.87793 -2.86298
C -2.95381 0.92215 6.89587
C -2.63544 -0.48166 7.40828
C -1.70084 -1.13906 6.39418
S -0.79966 0.18968 5.61060
O -1.17902 0.24291 4.21439
O 0.58474 0.14331 6.03690
C -1.62033 1.51789 6.46964
H -3.44063 1.53325 7.66150
H -3.62874 0.85691 6.03410
H -2.13294 -0.40976 8.38053
H -3.54341 -1.07580 7.55143
H -0.99616 -1.81960 6.87875
H -2.26071 -1.67137 5.62032
H -1.72651 2.38056 5.80970
H -1.01069 1.78112 7.33917
C -3.75012 4.12230 1.23987
C -2.25379 4.30928 1.48612
C -2.09771 5.09359 2.78788
S -3.53592 4.71204 3.77662
O -4.32109 5.91844 3.93235
O -3.13570 3.89605 4.90553
C -4.33383 3.67091 2.57039
H -3.94334 3.39271 0.44804
H -4.19724 5.07697 0.93801
H -1.77536 3.32755 1.58732
H -1.76806 4.82659 0.65284
H -1.19565 4.79830 3.32974
H -2.08736 6.17189 2.60667
H -5.41665 3.79392 2.62834
H -4.05982 2.63456 2.78931
C -1.85035 7.68012 7.25222
C -1.53198 6.27631 7.76464
C -0.59738 5.61892 6.75053
S 0.30380 6.94765 5.96695
O -0.07555 7.00089 4.57075
O 1.68821 6.90129 6.39325
C -0.51687 8.27587 6.82599
H -2.33717 8.29122 8.01785
H -2.52528 7.61488 6.39045
H -1.02947 6.34822 8.73688
H -2.43995 5.68218 7.90779
H 0.10730 4.93838 7.23510
H -1.15725 5.08660 5.97667
H -0.62304 9.13853 6.16605
H 0.09277 8.53910 7.69553
C 4.48470 8.25947 7.76696
C 5.98103 8.44645 8.01321
C 6.13711 9.23076 9.31496
S 4.69890 8.84921 10.30371
O 3.91373 10.05560 10.45943
O 5.09911 8.03321 11.43262
C 3.90099 7.80808 9.09747
H 4.29148 7.52988 6.97512
H 4.03757 9.21414 7.46510
H 6.45946 7.46471 8.11440
H 6.46676 8.96376 7.17993
H 7.03917 8.93547 9.85683
H 6.14746 10.30906 9.13376
H 2.81817 7.93109 9.15543
H 4.17499 6.77172 9.31640
C -5.49149 3.96846 -6.50800
C -3.99517 4.15544 -6.26174
C -3.83908 4.93975 -4.95999
S -5.27730 4.55820 -3.97124
O -6.06246 5.76460 -3.81552
O -4.87708 3.74221 -2.84233
C -6.07521 3.51708 -5.17748
H -5.68472 3.23888 -7.29983
H -5.93862 4.92313 -6.80986
H -3.51674 3.17371 -6.16055
H -3.50944 4.67276 -7.09502
H -2.93703 4.64446 -4.41812
H -3.82873 6.01805 -5.14119
H -7.15802 3.64008 -5.11953
H -5.80120 2.48072 -4.95855
C 8.00033 1.55622 -5.77011
C 7.86467 1.05074 -7.20562
C 7.48614 -0.42781 -7.13738
S 6.60748 -0.64808 -5.59754
O 7.39544 -1.50420 -4.73597
O 5.20945 -0.90648 -5.87898
C 6.77755 1.03301 -5.03132
H 8.05894 2.64773 -5.72773
H 8.91378 1.14971 -5.31979
H 7.07219 1.61123 -7.71627
H 8.78817 1.19600 -7.77479
H 6.83879 -0.71614 -7.96944
H 8.37281 -1.06738 -7.11612
H 6.89051 1.05222 -3.94603
H 5.87604 1.57826 -5.32630
```

---

[5]
The following is a quantum chemistry calculation of a 2-piece molecular cluster, C13H23ClI2NO2 overall at a distorted geometry, from the Open Molecules 2025 dataset.

Summary:
LUMO level, eV: 1.5
Net charge: -1
Frontier orbital gap, eV: 4.56
E, hartree: -1769.72281

The geometry in XYZ format:
```
42
C13H23ClI2NO2 ωB97M-V with the def2-TZVPD basis set
C -1.06362 -0.67825 2.62135
C -0.06577 -1.44624 1.56521
C -0.45236 -1.25450 -0.01607
C 0.96080 -0.59763 -0.62390
C 2.32339 -1.50584 -0.59257
C 3.71772 -0.67307 -0.37915
C 3.61740 0.61520 0.62832
O 3.19121 0.30543 2.00176
C 2.21651 1.32287 2.48697
C 0.43308 -0.36256 -2.17378
O 1.03707 -0.57401 -3.34926
N -0.96372 0.22903 -1.88966
C -1.50569 -0.08734 -0.47946
C -3.06494 -0.46104 -0.81956
I -4.31036 -0.94208 0.91374
C -3.84560 0.78627 -1.61512
C -3.46182 2.26943 -1.03052
I -6.00788 0.50213 -1.19098
H -1.43116 0.37728 2.27462
H -0.43011 -0.52387 3.62083
H -1.91762 -1.43374 2.89437
H -0.15559 -2.61538 1.78842
H 1.02921 -1.14841 1.85214
H -0.73728 -2.26487 -0.58461
H 0.96035 0.49595 -0.20864
H 2.41540 -2.03788 -1.65754
H 2.23314 -2.36843 0.19294
H 4.24551 -0.33112 -1.38111
H 4.48581 -1.43303 0.12871
H 2.89013 1.43143 0.18237
H 4.70000 1.11019 0.65100
H 2.67087 2.40838 2.55209
H 1.77756 1.07499 3.55278
H 1.26713 1.42144 1.77186
H -1.48784 -0.26185 -2.67544
H -1.34750 0.89002 0.15675
H -3.09703 -1.40996 -1.53384
H -3.58713 0.69153 -2.75880
H -3.89812 2.39907 0.05289
H -2.32378 2.55107 -1.10120
H -4.04801 3.05456 -1.71246
Cl 3.03064 0.47486 -4.11543
```